[1]
C23H21Cl2N3O7Pd | ωB97M-V/def2-TZVPD

## Properties
Gap between HOMO and LUMO (alpha / beta) in eV: 7.0495 / 7.0927
LUMO energy (alpha / beta) in eV: -1.17 / -1.13
Total energy in hartree: -2628.3227
Net charge: 0
E_HOMO (alpha / beta) in eV: -8.22 / -8.22
Spin multiplicity: 1

Atoms and positions in Å:
Pd  0.03  -0.17  0.59
Cl  1.41  -0.86  3.21
Cl  -1.11  -5.62  3.00
O  -0.72  0.17  -1.76
O  3.96  -0.51  -0.44
O  -1.95  -1.30  0.85
O  -1.43  0.57  1.84
O  5.40  3.30  1.63
O  1.76  -0.88  -0.33
O  5.67  1.43  0.47
N  1.33  2.61  1.47
N  1.33  1.48  0.78
N  -0.97  -2.65  3.28
C  -2.13  -0.23  6.50
C  -3.12  -0.85  2.87
C  1.46  -2.59  3.10
C  0.55  -0.63  -3.56
C  -1.06  -1.09  6.64
C  2.58  3.06  1.65
C  2.73  -4.58  2.75
C  2.81  -0.17  -0.14
C  0.26  -3.30  3.16
C  -2.42  -0.96  4.21
C  -0.55  -1.00  -2.58
C  0.22  0.84  -3.84
C  2.59  1.16  0.54
C  -0.31  1.33  -2.49
C  0.35  -4.68  2.98
C  4.93  2.34  1.07
C  2.68  -3.21  2.91
C  -2.80  -0.17  5.28
C  3.44  2.15  1.06
C  -0.67  -1.91  5.58
C  1.56  -5.32  2.77
C  -2.14  -0.49  1.78
C  -1.35  -1.85  4.37
H  0.54  -1.25  -4.45
H  -2.44  0.40  7.32
H  -3.89  -0.07  2.94
H  1.57  -6.39  2.64
H  -1.72  -3.09  2.77
H  3.58  -2.61  2.87
H  0.46  3.01  1.79
H  0.46  1.84  -1.91
H  3.68  -5.07  2.59
H  1.09  1.41  -4.17
H  -3.63  0.51  5.16
H  -3.61  -1.78  2.57
H  1.52  -0.73  -3.07
H  -0.30  -1.83  -1.93
H  -1.17  2.00  -2.60
H  0.15  -2.60  5.70
H  -0.55  0.91  -4.61
H  5.12  0.70  0.05
H  -1.50  -1.22  -3.09
H  2.81  3.98  2.17
H  -0.52  -1.15  7.58



[2]
C25H30INO4 | ωB97M-V/def2-TZVPD

## Properties
Gap between HOMO and LUMO in eV: 9.6127
LUMO energy in eV: 0.39
Total energy in hartree: -1623.9625
SMILES: C[C@H](O)CO[C@]1(O)C[C@H](I)C(=O)N1.c1ccccc1.c1ccccc1.c1ccccc1
Net charge: 0
E_HOMO in eV: -9.22
Spin multiplicity: 1

Atoms and positions in Å:
I  0.13  -3.24  -1.33
O  2.59  -0.96  -2.00
O  -0.37  2.18  -0.19
O  -1.27  1.43  -2.29
O  0.65  3.97  -2.79
N  1.14  0.98  -1.82
C  -0.60  -0.13  -0.64
C  1.48  -0.43  -1.87
C  4.16  2.68  -0.36
C  -0.04  4.34  -1.56
C  5.05  3.62  0.16
C  6.14  1.87  1.42
C  -6.38  -2.17  -0.68
C  0.02  -1.11  -1.73
C  0.50  -5.05  4.95
C  -5.89  -0.95  -0.22
C  -4.07  -1.09  -1.80
C  0.07  -4.30  2.30
C  -5.72  -2.85  -1.70
C  -0.65  -5.35  2.85
C  -1.61  4.51  -1.79
C  1.00  -3.61  3.08
C  -4.74  -0.41  -0.78
C  -4.56  -2.31  -2.26
C  -0.44  -5.73  4.17
C  6.04  3.21  1.06
C  -0.20  1.30  -1.31
C  0.35  3.43  -0.31
C  1.22  -3.99  4.40
C  5.25  0.94  0.89
C  4.26  1.34  0.01
H  6.73  3.94  1.47
H  -0.41  -0.97  -2.78
H  0.35  5.40  -1.31
H  0.10  4.03  0.63
H  -6.40  -0.42  0.58
H  -1.37  -5.88  2.24
H  -0.09  -4.00  1.27
H  -4.05  -2.84  -3.05
H  -3.17  -0.67  -2.23
H  1.56  -2.79  2.66
H  -0.02  -0.38  0.32
H  5.33  -0.11  1.17
H  1.46  3.18  -0.24
H  3.39  3.00  -1.05
H  1.59  3.83  -2.56
H  -7.27  -2.59  -0.24
H  -1.71  -0.25  -0.40
H  0.67  -5.35  5.98
H  -1.00  -6.55  4.60
H  1.89  1.66  -1.71
H  -6.11  -3.79  -2.06
H  -4.35  0.54  -0.43
H  6.91  1.55  2.12
H  3.57  0.62  -0.40
H  1.95  -3.46  5.01
H  4.98  4.66  -0.12
H  -1.88  5.62  -1.65
H  -2.25  3.95  -1.04
H  -2.06  1.67  -1.76
H  -1.88  4.28  -2.88



[3]
C4H11N2O | ωB97M-V/def2-TZVPD

## Properties
Gap between HOMO and LUMO in eV: 3.0885
LUMO energy in eV: -8.71
Total energy in hartree: -343.3461
Net charge: +1
E_HOMO in eV: -11.80
Spin multiplicity: 1

Atoms and positions in Å:
O  0.89  0.55  0.69
N  -2.90  0.32  0.47
N  4.19  -1.85  0.70
C  0.53  1.54  0.10
C  -1.23  0.26  -1.22
C  -0.63  1.53  -0.76
C  -1.82  -0.54  -0.04
H  -0.78  2.46  -1.32
H  -2.31  -1.44  -0.40
H  3.79  -2.76  0.56
H  -1.86  0.44  -2.08
H  -3.39  -0.08  1.25
H  -1.05  -0.73  0.70
H  0.99  2.53  0.27
H  -2.66  1.30  0.50
H  3.53  -1.17  1.02
H  5.12  -1.96  1.09
H  -0.41  -0.39  -1.56



[4]
C5H12CaFO2 | ωB97M-V/def2-TZVPD

## Properties
Gap between HOMO and LUMO (alpha / beta) in eV: 4.7750 / 3.0550
LUMO energy (alpha / beta) in eV: -4.83 / -5.57
Total energy in hartree: -1125.1797
Net charge: +1
E_HOMO (alpha / beta) in eV: -9.60 / -8.62
Spin multiplicity: 1

Atoms and positions in Å:
Ca  -1.30  2.16  0.69
F  -2.52  -0.58  0.72
O  0.30  -0.15  0.84
O  1.03  0.69  -1.97
C  1.66  0.08  1.27
C  -0.36  -1.25  1.51
C  0.09  0.01  -1.23
C  -1.79  -1.01  1.85
C  0.50  1.48  -3.01
H  1.34  1.98  -3.49
H  -2.27  -1.89  2.29
H  -1.93  -0.20  2.59
H  0.46  -1.02  -1.16
H  2.22  -0.80  0.93
H  -0.04  0.85  -3.73
H  1.60  0.35  2.33
H  -0.21  2.23  -2.62
H  -0.28  -2.09  0.80
H  -0.82  -0.30  -1.77
H  2.15  0.88  0.71
H  0.17  -1.42  2.45



[5]
CH10O3S | ωB97M-V/def2-TZVPD

## Properties
Gap between HOMO and LUMO in eV: 3.8794
LUMO energy in eV: -5.34
Total energy in hartree: -667.7259
Net charge: 0
E_HOMO in eV: -9.22
Spin multiplicity: 1

Atoms and positions in Å:
S  1.57  -0.98  0.47
O  -2.66  -0.44  0.07
O  1.24  2.24  0.96
O  -1.21  1.30  -1.09
C  0.00  -1.57  -0.03
H  -0.52  -0.73  -0.46
H  0.46  -0.33  -3.67
H  0.66  1.99  0.23
H  -1.84  1.87  -1.52
H  0.03  -2.41  -0.74
H  1.81  1.47  1.08
H  -3.56  -0.48  0.41
H  -0.56  -1.95  0.87
H  -1.74  0.66  -0.51
H  0.55  -0.21  -2.95



[6]
C4H5NO | ωB97M-V/def2-TZVPD

## Properties
Gap between HOMO and LUMO (alpha / beta) in eV: 8.0721 / 8.0716
LUMO energy (alpha / beta) in eV: 0.28 / 0.28
Total energy in hartree: -285.2598
Net charge: 0
E_HOMO (alpha / beta) in eV: -7.79 / -7.79
Spin multiplicity: 1

Atoms and positions in Å:
O  -0.74  1.64  -0.53
N  0.56  -0.32  -1.06
C  0.95  -0.74  0.17
C  -0.02  -0.47  1.11
C  -1.09  0.09  0.36
C  -0.82  0.13  -1.07
H  0.04  -0.66  2.17
H  1.92  -1.21  0.31
H  -2.04  0.40  0.77
H  1.02  -0.61  -1.91
H  0.21  1.75  -0.32



[7]
C8H10N5 | ωB97M-V/def2-TZVPD

## Properties
Gap between HOMO and LUMO in eV: 8.7537
LUMO energy in eV: -4.69
Total energy in hartree: -584.2262
SMILES: CN1CC(=[NH2+])[C@H](C#N)C(CC#N)=N1
Net charge: +1
E_HOMO in eV: -13.45
Spin multiplicity: 1

Atoms and positions in Å:
N  0.10  -1.24  0.01
N  -1.02  -0.76  -0.51
N  -1.82  1.82  0.71
N  3.90  -1.36  -0.58
N  2.40  2.22  -0.84
C  0.93  -0.47  0.55
C  -0.94  0.55  -1.26
C  1.53  1.71  -0.33
C  3.17  -1.25  0.28
C  -2.08  -1.67  -0.87
C  2.19  -0.96  1.25
C  0.55  1.12  0.56
C  -0.86  1.26  0.05
H  -1.89  -2.40  -0.05
H  -0.03  0.68  -1.77
H  2.62  -0.02  1.69
H  2.03  -1.72  1.92
H  0.70  1.29  1.64
H  -2.79  1.92  0.28
H  -1.83  1.98  1.66
H  -2.98  -1.29  -0.67
H  -1.78  0.75  -1.80
H  -2.10  -2.17  -1.92



[8]
C5H4O2 | ωB97M-V/def2-TZVPD

## Properties
Gap between HOMO and LUMO in eV: 7.9884
LUMO energy in eV: -0.61
Total energy in hartree: -343.2901
Net charge: 0
E_HOMO in eV: -8.60
Spin multiplicity: 1

Atoms and positions in Å:
O  -0.18  2.79  -0.33
O  1.98  1.59  0.77
C  0.95  -0.63  0.24
C  -0.28  -1.22  -0.30
C  -1.51  -0.72  -0.17
C  0.34  1.81  -0.05
C  1.13  0.70  0.35
H  -1.72  0.16  0.44
H  1.78  -1.26  0.53
H  -2.36  -1.19  -0.65
H  -0.15  -2.15  -0.85



[9]
C5H9O | ωB97M-V/def2-TZVPD

## Properties
Gap between HOMO and LUMO in eV: 5.9998
LUMO energy in eV: 3.86
Total energy in hartree: -271.0959
SMILES: C=CCCC[O-]
Net charge: -1
E_HOMO in eV: -2.14
Spin multiplicity: 1

Atoms and positions in Å:
O  2.81  -0.66  1.34
C  -1.65  0.32  -0.59
C  2.16  0.13  0.47
C  -2.26  -0.70  0.02
C  0.72  -0.39  0.17
C  -0.18  0.63  -0.52
H  -0.01  1.60  -0.04
H  -2.31  1.13  -0.92
H  -3.30  -0.91  -0.16
H  0.75  -1.36  -0.34
H  -1.70  -1.30  0.72
H  0.25  -0.65  1.12
H  1.92  1.16  0.84
H  0.13  0.78  -1.56
H  2.68  0.21  -0.53



[10]
C16H33BN2O15 | ωB97M-V/def2-TZVPD

## Properties
Gap between HOMO and LUMO in eV: 10.1392
LUMO energy in eV: 0.45
Total energy in hartree: -1892.5414
SMILES: CCOB(O)N(CN)C(=O)OCCOC=O.COC(=O)OC.COC(=O)OC.COC(=O)OC
Net charge: 0
E_HOMO in eV: -9.69
Spin multiplicity: 1

Atoms and positions in Å:
O  5.61  6.81  5.47
O  2.69  0.79  3.52
O  -5.70  3.70  -2.54
O  -3.72  2.60  -2.48
O  -2.66  -3.72  -3.20
O  -5.39  -3.96  -2.52
O  -4.08  4.01  -4.08
O  2.62  -1.05  2.39
O  1.51  -2.33  -1.53
O  -1.47  -4.62  -1.58
O  2.94  0.90  1.28
O  1.13  -4.25  -2.86
O  4.63  4.90  6.16
O  -5.95  -3.91  -0.36
O  5.42  6.46  7.59
N  -0.72  -2.72  -2.60
N  -1.24  -0.30  -2.65
C  -1.62  -3.79  -2.40
C  -1.23  -1.52  -1.87
C  2.83  2.21  3.57
C  2.69  -1.73  1.13
C  -4.51  -5.05  -2.33
C  1.64  -5.17  -1.89
C  -4.61  3.46  -2.99
C  -4.92  4.96  -4.73
C  -4.16  1.93  -1.30
C  5.40  6.39  4.12
C  2.77  0.27  2.29
C  -3.38  -4.94  -3.32
C  4.99  5.64  8.68
C  3.13  -5.45  -2.07
C  5.16  5.95  6.38
C  -6.20  -3.72  -1.48
B  0.65  -3.09  -2.30
H  3.64  -4.58  -2.44
H  -5.05  1.34  -1.50
H  -5.00  -6.00  -2.53
H  3.91  5.49  8.65
H  3.52  -5.74  -1.11
H  3.66  -1.58  0.66
H  1.45  -4.82  -0.88
H  -7.17  -3.31  -1.77
H  5.81  7.17  3.48
H  -2.76  -5.83  -3.22
H  -2.26  -1.72  -1.62
H  3.28  -6.28  -2.74
H  -2.05  -0.26  -3.24
H  3.80  2.52  3.19
H  -3.82  -4.97  -4.31
H  -0.39  -0.21  -3.18
H  -5.84  4.49  -5.07
H  2.56  -2.79  1.34
H  2.03  2.70  3.01
H  -5.15  5.80  -4.07
H  4.34  6.27  3.91
H  2.75  2.50  4.62
H  -3.36  1.27  -0.99
H  -4.36  2.64  -0.50
H  1.67  -1.48  -1.95
H  1.89  -1.40  0.48
H  5.51  4.68  8.66
H  -0.72  -1.35  -0.93
H  5.93  5.46  3.92
H  -4.37  5.33  -5.59
H  1.11  -6.10  -2.03
H  -4.07  -5.10  -1.34
H  5.26  6.17  9.59



[11]
C3H13NO3 | ωB97M-V/def2-TZVPD

## Properties
Gap between HOMO and LUMO in eV: 8.5027
LUMO energy in eV: 0.42
Total energy in hartree: -402.5089
SMILES: C=C(C)N.O.O.O
Net charge: 0
E_HOMO in eV: -8.08
Spin multiplicity: 1

Atoms and positions in Å:
O  -2.17  0.79  4.02
O  -1.03  -1.87  -3.22
O  -2.99  1.03  0.92
N  0.55  0.88  -0.42
C  1.51  -0.03  -0.63
C  2.76  0.58  -1.04
C  1.25  -1.35  -0.77
H  3.59  -0.21  -1.01
H  -1.80  0.02  4.44
H  2.12  -2.13  -1.02
H  2.69  1.15  -2.01
H  -2.61  0.79  1.77
H  0.39  -1.93  -0.63
H  3.03  1.36  -0.22
H  -0.19  0.55  0.08
H  -0.38  -1.71  -2.41
H  -1.28  -2.79  -2.97
H  -2.41  1.28  4.84
H  0.46  1.75  -0.80
H  -3.49  1.85  1.07



[12]
C11H35BFN3O4Si2 | ωB97M-V/def2-TZVPD

## Properties
Gap between HOMO and LUMO in eV: 9.3934
LUMO energy in eV: 0.59
Total energy in hartree: -1609.1203
Net charge: 0
E_HOMO in eV: -8.80
Spin multiplicity: 1

Atoms and positions in Å:
Si  -2.39  4.98  0.86
Si  -4.92  5.64  -0.50
F  1.39  2.67  -0.18
O  2.43  -4.44  -1.45
O  -3.53  4.78  -0.33
O  -0.70  -2.19  0.93
O  -0.84  7.51  0.75
N  -1.55  0.59  0.55
N  5.05  -5.47  -0.60
N  -2.88  7.90  1.95
C  -1.12  -0.37  -1.64
C  0.13  3.86  1.51
C  2.65  -4.95  -0.15
C  1.32  2.95  1.19
C  -1.13  -3.17  0.01
C  3.49  -7.33  -0.59
C  -0.52  -0.03  -0.28
C  0.17  -1.21  0.41
C  3.80  -5.95  -0.02
C  -0.86  4.04  0.35
C  1.68  -5.26  -2.31
B  -2.01  6.98  1.22
H  0.26  0.72  -0.44
H  -2.22  -0.12  0.85
H  -1.20  3.06  -0.02
H  0.90  -5.80  -1.76
H  2.29  -5.99  -2.84
H  -0.42  3.45  2.36
H  -5.78  5.00  -1.50
H  -1.35  0.55  -2.18
H  -0.43  -0.96  -2.24
H  4.22  -8.05  -0.23
H  -0.31  6.88  0.24
H  -2.03  -2.88  -0.53
H  1.21  -4.61  -3.05
H  -2.05  -0.93  -1.54
H  -5.62  5.72  0.81
H  -1.35  -4.07  0.58
H  1.22  1.98  1.70
H  -0.34  -3.39  -0.71
H  1.72  -5.38  0.24
H  -4.59  7.02  -0.92
H  -0.37  4.52  -0.50
H  3.97  -6.07  1.05
H  -3.15  7.56  2.86
H  5.35  -4.63  -0.13
H  2.89  -4.07  0.46
H  0.89  -1.68  -0.28
H  -2.90  4.36  2.12
H  -3.75  8.11  1.47
H  -1.14  0.94  1.41
H  2.28  3.39  1.46
H  3.55  -7.33  -1.68
H  0.51  4.83  1.84
H  0.73  -0.82  1.27
H  2.49  -7.67  -0.30
H  4.89  -5.20  -1.57



[13]
BH4O3S | ωB97M-V/def2-TZVPD

## Properties
Gap between HOMO and LUMO in eV: 10.7025
LUMO energy in eV: -5.65
Total energy in hartree: -650.9434
Net charge: +1
E_HOMO in eV: -16.36
Spin multiplicity: 1

Atoms and positions in Å:
S  0.02  1.27  -0.16
O  -0.61  -1.53  0.01
O  1.50  -1.04  -0.94
O  -0.74  1.33  1.28
B  0.33  -0.71  -0.41
H  -1.22  -1.32  0.72
H  1.93  -0.52  -1.63
H  -0.11  1.20  2.01
H  -1.11  1.32  -0.89



[14]
C8H6O4 | ωB97M-V/def2-TZVPD

## Properties
Gap between HOMO and LUMO in eV: 7.8434
LUMO energy in eV: -1.12
Total energy in hartree: -609.2931
Net charge: 0
E_HOMO in eV: -8.97
Spin multiplicity: 1

Atoms and positions in Å:
O  0.24  -3.29  1.65
O  -0.02  2.43  -1.08
O  -2.17  1.23  2.38
O  1.42  0.69  -2.48
C  0.24  -1.45  0.23
C  0.56  -2.89  0.59
C  -1.76  1.47  1.24
C  -0.48  -0.59  1.07
C  0.92  -1.03  -0.86
C  -0.60  0.75  0.66
C  0.71  0.29  -1.39
C  -0.02  1.20  -0.58
H  -2.30  2.41  0.68
H  -1.04  -0.95  1.90
H  1.50  -1.71  -1.40
H  1.61  1.73  -2.35
H  0.12  3.15  0.01
H  1.08  -3.45  -0.28



[15]
C36H37NP2Ti | ωB97M-V/def2-TZVPD

## Properties
Gap between HOMO and LUMO in eV: 6.9060
LUMO energy in eV: -6.22
Total energy in hartree: -2980.1812
Net charge: +2
E_HOMO in eV: -13.12
Spin multiplicity: 1

Atoms and positions in Å:
Ti  0.17  1.69  0.94
P  0.25  -2.41  0.96
P  -2.37  0.60  -0.67
N  -2.41  -3.63  1.24
C  2.87  1.59  -1.44
C  -2.73  0.93  -2.39
C  1.47  -3.27  -2.84
C  1.10  -2.70  2.52
C  -2.68  1.25  -5.15
C  -3.50  2.76  2.50
C  -3.39  -0.75  -0.19
C  1.72  2.60  -1.60
C  -2.58  2.08  1.67
C  -0.62  0.04  -0.48
C  3.12  2.91  1.36
C  -1.34  -3.15  1.15
C  2.58  0.48  -0.47
C  1.20  -4.23  4.40
C  2.66  -3.96  -2.68
C  -3.85  2.89  -0.29
C  3.55  1.48  1.70
C  -2.01  2.17  -4.34
C  1.61  2.96  1.05
C  -2.83  2.08  0.27
C  2.32  -2.08  4.50
C  -0.04  -0.66  0.68
C  1.22  -3.05  -0.43
C  1.90  -1.79  3.21
C  1.93  -3.28  5.12
C  -3.45  0.22  -4.59
C  3.14  -4.18  -1.38
C  0.85  -3.97  3.08
C  0.76  -2.79  -1.73
C  -2.03  2.01  -2.96
C  -4.54  3.52  1.95
C  2.45  -3.70  -0.27
C  0.99  2.82  -0.31
C  -3.49  0.07  -3.20
C  -4.68  3.63  0.55
C  3.03  0.42  0.81
H  -1.43  2.98  -4.78
H  -1.78  1.44  2.13
H  2.29  -0.48  -0.94
H  2.22  -3.50  6.15
H  1.01  3.63  1.73
H  -2.59  1.33  -6.23
H  -2.93  -1.67  -0.55
H  2.20  -0.84  2.74
H  -4.05  2.89  -1.37
H  -1.48  2.70  -2.31
H  3.25  -0.58  1.18
H  -5.25  4.01  2.60
H  0.92  -5.19  4.85
H  1.05  -3.13  -3.84
H  -0.10  0.00  -1.47
H  4.06  -4.76  -1.25
H  -3.41  2.65  3.57
H  0.05  3.42  -0.41
H  0.82  -0.14  1.29
H  3.06  1.11  -2.41
H  -4.06  -0.74  -2.75
H  3.21  1.28  2.72
H  -5.47  4.25  0.13
H  2.11  3.58  -1.94
H  -3.43  -0.79  0.92
H  2.84  -3.88  0.73
H  3.78  2.14  -1.14
H  4.64  1.36  1.77
H  -0.16  -2.24  -1.87
H  3.42  3.55  2.20
H  -3.99  -0.48  -5.23
H  3.20  -4.35  -3.55
H  2.95  -1.38  5.05
H  1.03  2.24  -2.39
H  3.74  3.33  0.56
H  0.32  -4.72  2.48
H  -4.42  -0.60  -0.60